Record 1
Here is a structure of composition C42H38MnN7OP2S2Se2 from OMol25. Energies are from wB97M-V/def2-TZVPD.

```
95
C42H38MnN7OP2S2Se2 wB97M-V/def2-TZVPD
Mn 0.087 -0.005 -0.145
C 0.268 -3.766 -2.913
C 0.216 -3.521 -1.426
N -0.928 -3.222 -0.944
N -1.015 -3.200 0.441
C -1.596 -2.190 0.956
S -2.187 -0.746 0.147
S -1.759 -2.130 2.726
C -0.277 -3.045 3.275
C 0.534 -2.180 4.197
C 0.605 -2.451 5.556
C 1.296 -1.603 6.413
C 1.912 -0.467 5.915
C 1.848 -0.188 4.554
C 1.174 -1.044 3.702
C 1.470 -3.665 -0.649
C 2.216 -4.837 -0.778
C 3.381 -5.046 -0.064
C 3.827 -4.039 0.792
C 3.129 -2.857 0.910
C 1.939 -2.623 0.186
O 1.336 -1.476 0.292
H -0.627 -3.365 -3.384
H 0.300 -4.841 -3.114
H 1.161 -3.332 -3.366
H 0.266 -3.304 2.366
H -0.573 -3.972 3.766
H 0.104 -3.328 5.952
H 1.334 -1.822 7.473
H 2.427 0.212 6.583
H 2.297 0.713 4.158
H 1.118 -0.822 2.642
H 1.849 -5.616 -1.438
H 3.929 -5.974 -0.162
H 4.732 -4.182 1.371
H 3.472 -2.069 1.570
Se -0.074 3.888 5.135
P -1.240 4.110 3.402
C -2.893 3.397 3.615
C -3.084 2.066 3.256
C -4.273 1.428 3.573
C -5.272 2.112 4.248
C -5.082 3.438 4.613
C -3.893 4.077 4.306
C -1.484 5.860 2.964
C -2.633 6.286 2.304
C -2.816 7.626 2.002
C -1.844 8.549 2.357
C -0.695 8.131 3.013
C -0.517 6.792 3.323
C -0.555 3.244 1.960
C -0.744 3.177 0.560
N 0.068 2.198 0.130
N 0.695 1.686 1.185
N 0.358 2.304 2.284
P -1.785 3.897 -0.732
Se -1.447 3.049 -2.627
C -3.490 3.612 -0.188
C -4.425 4.608 0.058
C -5.722 4.270 0.424
C -6.088 2.938 0.530
C -5.158 1.940 0.268
C -3.867 2.273 -0.093
C -1.437 5.674 -0.738
C -0.305 6.172 -0.102
C 0.032 7.511 -0.232
C -0.763 8.359 -0.987
C -1.891 7.864 -1.629
C -2.218 6.523 -1.518
H -2.306 1.521 2.734
H -4.413 0.394 3.286
H -6.199 1.611 4.495
H -5.858 3.972 5.147
H -3.736 5.102 4.620
H -3.397 5.564 2.044
H -3.713 7.946 1.486
H -1.982 9.597 2.122
H 0.062 8.851 3.295
H 0.357 6.455 3.868
H -4.155 5.652 -0.037
H -6.443 5.052 0.627
H -7.097 2.676 0.821
H -5.433 0.896 0.354
H -3.147 1.490 -0.298
H 0.316 5.516 0.494
H 0.913 7.890 0.269
H -0.502 9.405 -1.082
H -2.504 8.519 -2.234
H -3.066 6.126 -2.064
N 1.035 0.613 -3.288
N 0.499 -0.325 -2.350
H 1.775 0.183 -3.830
H 1.415 1.395 -2.770
H 1.117 -1.120 -2.198
H -0.382 -0.680 -2.709
```

Values from the calculation:
- Multiplicity: 6
- ⟨S²⟩: 8.757
- Charge: -1
- E_HOMO (alpha / beta): -5.114 / -5.317 eV
- Gap between HOMO and LUMO (alpha / beta): 7.3 / 7.5 eV
- Calculated total energy: -9514.92468 hartree

Record 2
Here is a cluster of 2 separate species, H3N3O3 in total at a distorted geometry from OMol25. Energies are from wB97M-V/def2-TZVPD.

```
9
H3N3O3 wB97M-V/def2-TZVPD
N -0.462 1.013 0.745
N 0.625 0.886 0.124
N -0.418 -0.868 -1.125
O -1.583 -0.639 -0.870
O 0.101 -1.876 -1.566
O 1.460 0.069 0.915
H -0.790 0.469 1.561
H -1.076 1.189 0.032
H 2.143 -0.244 0.184
```

Values from the calculation:
- E_HOMO (alpha / beta): -7.820 / -9.025 eV
- Gap between HOMO and LUMO (alpha / beta): 6.6 / 9.0 eV
- Calculated total energy: -391.54177 hartree

Record 3
Here is a structure of composition C3H4ClN at a distorted geometry from OMol25. Energies are from wB97M-V/def2-TZVPD.

```
9
C3H4ClN wB97M-V/def2-TZVPD
C -0.477 -1.907 0.433
C -0.224 -0.756 0.630
C -0.137 0.739 0.562
N 0.839 1.212 -0.927
Cl 1.731 -0.109 -1.550
H -0.912 -2.874 0.361
H 0.452 1.053 1.470
H -1.182 1.164 0.368
H -0.089 1.478 -1.346
```

Values from the calculation:
- E_HOMO (alpha / beta): -9.522 / -9.522 eV
- Gap between HOMO and LUMO (alpha / beta): 10.1 / 10.1 eV
- Calculated total energy: -631.48288 hartree

Record 4
Here is a structure of composition C18H21Cl2CoN3O3PS at a distorted geometry from OMol25. Energies are from wB97M-V/def2-TZVPD.

```
50
C18H21Cl2CoN3O3PS wB97M-V/def2-TZVPD
Co -1.164 -0.057 0.635
N -0.827 -3.083 -2.365
C -1.136 -1.871 -1.859
S 0.229 -0.680 -1.576
N -2.311 -1.483 -1.609
N -2.339 -0.260 -0.929
C -3.501 0.309 -0.920
C -3.825 1.536 -0.270
C -5.187 1.897 -0.313
C -5.652 3.056 0.279
C -4.713 3.969 0.821
C -3.373 3.604 0.946
C -2.916 2.337 0.500
O -1.714 1.934 0.823
H -0.197 -3.110 -3.147
H -1.649 -3.668 -2.435
H -4.294 -0.208 -1.473
H -5.894 1.192 -0.762
H -6.720 3.267 0.301
H -5.054 4.953 1.164
H -2.657 4.267 1.423
Cl -1.682 -2.399 1.504
C -1.817 0.720 3.747
Cl -0.593 -0.364 4.126
H -2.790 0.263 3.697
H -1.559 1.668 3.298
C 2.389 -2.910 -1.937
P 1.836 -1.677 -0.729
C 1.681 -2.532 0.807
C 3.159 -0.502 -0.722
C 3.146 0.666 -1.495
C 4.290 1.462 -1.546
C 5.432 1.089 -0.834
C 5.399 -0.070 -0.050
C 4.279 -0.869 -0.004
H 2.481 -2.412 -2.916
H 1.680 -3.744 -1.953
H 3.345 -3.309 -1.621
H 2.236 -1.951 1.554
H 2.073 -3.549 0.669
H 0.637 -2.597 1.116
H 2.256 0.961 -2.042
H 4.277 2.332 -2.174
H 6.341 1.687 -0.877
H 6.260 -0.328 0.543
H 4.274 -1.744 0.653
O 2.545 0.050 2.328
C 1.478 0.558 2.010
O 0.749 0.150 1.061
H 1.093 1.452 2.554
```

Values from the calculation:
- Multiplicity: 5
- ⟨S²⟩: 6.012
- E_HOMO (alpha / beta): -7.457 / -7.740 eV
- Gap between HOMO and LUMO (alpha / beta): 7.4 / 7.6 eV
- Calculated total energy: -4131.16308 hartree

Record 5
Here is the molecule C6H10FN at a distorted geometry from OMol25. Energies are from wB97M-V/def2-TZVPD.

```
18
C6H10FN wB97M-V/def2-TZVPD
C 1.143 -2.278 0.613
C 1.315 -0.918 0.299
C 0.186 0.114 0.322
N 0.501 1.158 1.151
C -0.686 0.231 -0.755
C -1.133 1.477 -1.513
C -1.255 -0.397 0.504
F -1.564 -1.782 0.389
H 0.151 -2.624 0.801
H 2.121 -2.763 0.996
H 2.435 -0.475 0.529
H 1.317 1.068 1.893
H 1.006 1.821 0.330
H -0.288 -0.377 -1.618
H -2.210 1.474 -1.785
H -0.218 1.576 -2.253
H -0.896 2.434 -0.942
H -1.924 0.261 1.040
```

Values from the calculation:
- Structure (SMILES): C=C[C@@]1(N)[C@H](C)[C@H]1F
- E_HOMO: -8.901 eV
- Gap between HOMO and LUMO: 9.8 eV
- Calculated total energy: -389.06491 hartree

Record 6
Here is a structure of composition C13H27N3P2PtS2 from OMol25. Energies are from wB97M-V/def2-TZVPD.

```
48
C13H27N3P2PtS2 wB97M-V/def2-TZVPD
Pt -0.405 -0.987 0.073
N -1.836 -1.321 -1.529
N -3.028 -1.946 -1.103
C -3.293 -2.135 0.198
N -4.477 -2.632 0.522
S -2.164 -1.770 1.423
H -2.080 -0.376 -1.872
H -1.444 -1.883 -2.280
H -3.760 -2.029 -1.795
H -5.163 -2.908 -0.163
H -4.688 -2.813 1.490
C 1.292 -2.134 2.773
P 0.959 -0.637 1.823
C 0.294 0.565 2.994
C 2.547 -0.001 1.254
C 3.576 0.315 2.137
C 4.776 0.800 1.643
C 4.954 0.971 0.274
C 3.932 0.657 -0.608
C 2.724 0.169 -0.117
P 1.351 -0.273 -1.202
C 1.017 1.173 -2.232
C 1.991 -1.528 -2.339
H 1.977 -1.906 3.591
H 1.740 -2.891 2.130
H 0.362 -2.523 3.187
H 1.009 0.731 3.801
H -0.638 0.191 3.420
H 0.104 1.508 2.484
H 3.452 0.187 3.205
H 5.578 1.047 2.325
H 5.893 1.350 -0.104
H 4.086 0.794 -1.671
H 1.926 1.484 -2.747
H 0.645 1.987 -1.612
H 0.261 0.927 -2.980
H 2.870 -1.144 -2.857
H 1.238 -1.782 -3.087
H 2.265 -2.427 -1.790
C -3.507 1.874 0.207
S -2.458 1.815 -1.260
C -3.102 3.249 -2.146
H -3.371 2.826 0.717
H -3.198 1.072 0.876
H -4.555 1.749 -0.058
H -4.159 3.121 -2.367
H -2.549 3.342 -3.078
H -2.947 4.143 -1.547
```

Values from the calculation:
- Charge: +2
- E_HOMO: -14.296 eV
- Gap between HOMO and LUMO: 8.8 eV
- Calculated total energy: -2273.82866 hartree

Record 7
Here is a structure of composition C49H49CsN12O6Te2 at a distorted geometry from OMol25. Energies are from wB97M-V/def2-TZVPD.

```
119
C49H49CsN12O6Te2 wB97M-V/def2-TZVPD
Cs 13.941 12.084 14.127
O 10.008 11.319 9.601
C 10.821 12.125 8.915
C 10.264 13.049 7.995
C 11.079 13.950 7.331
C 12.439 13.888 7.514
C 13.038 12.951 8.427
C 12.222 12.126 9.168
C 12.773 11.477 10.422
O 13.779 11.820 11.027
N 11.985 10.415 10.820
N 12.492 9.787 11.849
C 11.984 8.770 12.401
C 12.554 8.321 13.613
C 12.038 7.149 14.181
C 12.594 6.713 15.396
C 13.587 7.471 15.997
C 13.996 8.667 15.372
N 13.476 9.097 14.260
H 10.659 10.803 10.237
H 9.252 12.950 7.709
H 10.625 14.646 6.636
H 13.118 14.528 6.981
H 14.114 12.914 8.643
H 11.068 8.279 12.058
H 11.283 6.572 13.632
H 12.216 5.788 15.877
H 14.031 7.151 16.924
H 14.699 9.349 15.818
N 13.887 13.646 18.028
C 14.179 14.773 18.688
C 14.964 14.803 19.886
C 15.337 15.991 20.510
C 14.881 17.207 20.001
C 14.047 17.215 18.824
C 13.679 18.438 18.187
C 12.974 18.336 17.000
C 12.665 17.089 16.437
N 12.957 15.948 17.019
C 13.698 15.993 18.153
H 14.467 12.830 18.161
H 13.395 13.770 17.141
H 15.305 13.860 20.284
H 15.977 15.969 21.388
H 15.110 18.190 20.487
H 13.908 19.392 18.619
H 12.694 19.180 16.381
H 12.108 17.049 15.515
C 8.272 13.338 17.277
Te 10.051 14.677 17.234
C 10.088 15.116 19.353
H 7.547 13.687 16.537
H 7.780 13.397 18.250
H 8.588 12.337 17.065
H 9.105 14.918 19.777
H 10.332 16.154 19.500
H 10.800 14.449 19.848
N 10.387 15.388 12.199
C 11.609 14.885 12.579
N 11.582 13.638 13.003
C 10.234 13.244 12.915
C 9.635 12.016 13.188
C 8.310 11.841 12.755
C 7.604 12.844 12.059
C 8.165 14.098 11.887
C 9.491 14.293 12.309
H 10.193 16.252 11.737
H 12.526 15.455 12.485
H 10.141 11.203 13.695
H 7.829 10.924 13.055
H 6.602 12.668 11.716
H 7.654 14.879 11.300
C 11.939 6.920 20.216
C 10.872 8.018 20.474
C 9.509 7.723 19.834
C 11.364 9.431 20.152
N 11.599 9.612 18.687
C 12.480 10.446 18.068
N 12.175 10.582 16.790
N 11.007 9.855 16.599
N 10.655 9.267 17.734
H 11.461 5.926 20.208
H 12.693 6.902 21.049
H 12.441 7.065 19.229
H 10.640 8.109 21.548
H 9.625 7.004 18.950
H 8.971 8.624 19.477
H 8.834 7.114 20.511
H 12.391 9.621 20.559
H 10.658 10.220 20.522
H 13.396 10.827 18.518
Te 15.354 15.730 13.664
C 17.232 16.457 13.034
C 17.940 17.298 13.906
C 19.117 17.840 13.414
C 19.681 17.427 12.215
C 19.014 16.502 11.444
C 17.767 16.060 11.823
H 17.568 17.569 14.900
H 19.631 18.658 13.973
H 20.573 17.921 11.782
H 19.486 16.202 10.513
H 17.232 15.379 11.171
O 15.702 11.526 18.422
C 16.292 11.097 17.424
O 15.812 11.015 16.214
C 17.633 10.542 17.695
C 18.400 10.146 16.543
C 19.651 9.557 16.731
C 20.117 9.238 18.028
C 19.242 9.529 19.100
C 18.029 10.221 19.005
N 19.685 9.164 20.410
O 19.024 9.440 21.445
O 20.786 8.586 20.448
H 17.988 10.365 15.575
H 20.276 9.385 15.889
H 21.111 8.830 18.211
H 17.460 10.509 19.859
```

Values from the calculation:
- Charge: -2
- E_HOMO: -1.465 eV
- Gap between HOMO and LUMO: 4.2 eV
- Calculated total energy: -3561.27867 hartree

Per-record relative energy (zero: lowest compared OMol25 entry of this formula, charge and spin), eV: 0.000; 5.401; 4.211; 0.000; 4.074; 0.000; 0.000